(1)
{"formula": "F30Na4P5", "method": "ωB97M-V with the def2-TZVPD basis set", "species": ["Na", "Na", "Na", "Na", "P", "F", "F", "F", "F", "F", "F", "P", "F", "F", "F", "F", "F", "F", "P", "F", "F", "F", "F", "F", "F", "P", "F", "F", "F", "F", "F", "F", "P", "F", "F", "F", "F", "F", "F"], "xyz": [[1.229, -1.457, -2.281], [-0.965, 3.747, 1.489], [1.346, -1.510, 2.934], [-3.551, -2.009, -0.917], [1.536, 0.642, -4.946], [2.817, 0.681, -6.000], [1.593, 2.170, -5.098], [0.433, 0.486, -6.216], [0.387, 0.814, -3.852], [1.536, -0.918, -4.671], [2.589, 0.905, -3.768], [1.759, 2.145, 3.774], [1.464, 0.733, 3.173], [2.449, 1.361, 5.039], [3.234, 2.055, 3.064], [2.131, 3.512, 4.559], [1.217, 2.848, 2.396], [0.265, 2.063, 4.503], [-6.099, -1.332, 1.105], [-6.013, -0.536, -0.283], [-4.489, -1.157, 1.273], [-6.339, 0.078, 1.986], [-6.171, -2.135, 2.532], [-7.726, -1.594, 0.982], [-5.732, -2.780, 0.415], [-0.925, -0.230, -0.037], [-2.100, 0.020, -1.075], [-0.627, -1.694, -0.696], [0.207, 0.366, -1.039], [0.188, -0.404, 1.140], [-1.306, 1.223, 0.549], [-1.965, -0.947, 0.990], [3.956, -1.005, -0.171], [2.497, -1.722, -0.156], [3.305, 0.137, 0.670], [4.305, -1.732, 1.242], [5.454, -0.317, -0.139], [4.515, -2.305, -0.936], [3.593, -0.201, -1.531]], "mulliken_charge": [0.835, 0.956, 0.983, 0.870, 1.247, -0.378, -0.351, -0.399, -0.335, -0.374, -0.350, 1.159, -0.293, -0.411, -0.339, -0.336, -0.370, -0.389, 1.174, -0.328, -0.318, -0.374, -0.368, -0.345, -0.366, 1.357, -0.382, -0.401, -0.388, -0.344, -0.325, -0.412, 1.238, -0.415, -0.285, -0.388, -0.392, -0.390, -0.271], "molar_mass_g_mol": 816.77, "homo_ev": -9.2, "de_lowest_kcal_mol": 0.00, "energy_ha": -5353.401995, "spin_multiplicity": 1, "max_force_ev_per_a": 4.18, "total_charge": -1, "lumo_ev": 0.0}

***

(2)
{"formula": "C20H19N3O4", "method": "ωB97M-V with the def2-TZVPD basis set", "species": ["C", "C", "C", "C", "C", "C", "C", "C", "O", "N", "C", "O", "C", "N", "N", "C", "C", "C", "O", "O", "C", "C", "C", "C", "C", "C", "C", "H", "H", "H", "H", "H", "H", "H", "H", "H", "H", "H", "H", "H", "H", "H", "H", "H", "H", "H"], "xyz": [[1.010, 3.306, 0.338], [1.293, 1.929, -0.248], [2.264, 2.002, -1.435], [2.429, 0.646, -2.145], [2.721, -0.472, -1.202], [3.884, -0.926, -0.657], [3.540, -2.019, 0.178], [2.193, -2.153, 0.085], [1.683, -1.219, -0.746], [0.066, 1.248, -0.641], [-0.918, 1.754, -1.400], [-1.055, 2.912, -1.724], [-1.972, 0.712, -1.847], [-1.740, -0.629, -1.404], [-1.345, -1.535, -2.309], [-1.138, -2.664, -1.675], [-1.401, -2.503, -0.301], [-1.313, -3.405, 0.822], [-0.957, -4.554, 0.806], [-1.668, -2.846, 2.026], [-2.037, -1.549, 2.184], [-2.339, -1.152, 3.485], [-2.705, 0.152, 3.742], [-2.769, 1.077, 2.707], [-2.476, 0.698, 1.415], [-2.114, -0.621, 1.126], [-1.786, -1.162, -0.162], [1.940, 3.760, 0.668], [0.341, 3.218, 1.191], [0.543, 3.945, -0.405], [1.738, 1.299, 0.532], [3.233, 2.342, -1.066], [1.892, 2.733, -2.154], [1.516, 0.405, -2.693], [3.245, 0.726, -2.865], [4.866, -0.536, -0.832], [4.207, -2.619, 0.761], [1.506, -2.849, 0.524], [0.134, 0.242, -0.578], [-2.960, 1.065, -1.535], [-1.955, 0.689, -2.940], [-0.816, -3.544, -2.192], [-2.275, -1.887, 4.271], [-2.937, 0.454, 4.752], [-3.047, 2.099, 2.913], [-2.520, 1.431, 0.628]], "mulliken_charge": [-1.720, 0.119, -0.850, -0.860, 0.048, -0.436, -0.787, -0.312, 0.063, 0.569, 0.588, -0.650, -0.982, 0.873, -1.233, -0.857, 0.390, 0.272, -0.636, -0.430, -0.061, -0.498, -0.490, -1.059, -0.363, 1.074, 0.724, 0.462, 0.372, 0.365, 0.340, 0.489, 0.321, 0.276, 0.460, 0.530, 0.475, 0.409, -0.053, 0.424, 0.401, 0.559, 0.483, 0.389, 0.431, 0.370], "molar_mass_g_mol": 365.39, "smiles": "C[C@H](CCc1ccco1)NC(=O)Cn1ncc2c(=O)oc3ccccc3c21", "homo_ev": -8.8, "de_lowest_kcal_mol": 44.63, "energy_ha": -1238.791472, "spin_multiplicity": 1, "max_force_ev_per_a": 1.01, "total_charge": 0, "lumo_ev": 0.1}

***

(3)
{"formula": "C22H27N3O6S", "method": "ωB97M-V with the def2-TZVPD basis set", "species": ["C", "O", "C", "C", "C", "C", "C", "C", "N", "C", "C", "O", "N", "C", "C", "C", "C", "C", "O", "C", "O", "C", "N", "S", "O", "O", "C", "C", "C", "C", "C", "C", "H", "H", "H", "H", "H", "H", "H", "H", "H", "H", "H", "H", "H", "H", "H", "H", "H", "H", "H", "H", "H", "H", "H", "H", "H", "H", "H"], "xyz": [[-1.129, -0.455, 2.585], [-1.059, -0.721, 1.197], [-0.478, -1.882, 0.784], [0.142, -2.814, 1.604], [0.726, -3.939, 1.050], [0.696, -4.159, -0.314], [0.065, -3.246, -1.139], [-0.512, -2.112, -0.598], [-1.234, -1.201, -1.424], [-2.646, -1.505, -1.592], [-3.493, -0.961, -0.431], [-3.954, -1.678, 0.431], [-3.679, 0.369, -0.494], [-4.490, 1.067, 0.476], [-3.999, 2.483, 0.818], [-3.806, 3.370, -0.428], [-2.285, 3.411, -0.636], [-1.727, 2.603, 0.546], [-2.763, 2.492, 1.502], [-0.749, -0.037, -1.883], [-1.457, 0.787, -2.446], [0.746, 0.188, -1.691], [1.092, 0.491, -0.317], [2.325, -0.380, 0.395], [2.575, -1.597, -0.325], [2.032, -0.442, 1.798], [3.694, 0.734, 0.133], [4.602, 0.476, -0.873], [5.638, 1.370, -1.094], [5.747, 2.506, -0.308], [4.829, 2.754, 0.701], [3.792, 1.862, 0.923], [-0.124, -0.371, 3.008], [-1.654, 0.495, 2.670], [-1.696, -1.235, 3.099], [0.190, -2.656, 2.668], [1.216, -4.648, 1.699], [1.161, -5.036, -0.737], [0.021, -3.399, -2.207], [-2.762, -2.590, -1.625], [-2.979, -1.059, -2.533], [-3.249, 0.888, -1.248], [-4.501, 0.453, 1.381], [-5.521, 1.150, 0.105], [-4.732, 2.908, 1.514], [-4.196, 4.368, -0.236], [-4.333, 2.962, -1.288], [-1.985, 2.957, -1.579], [-1.917, 4.436, -0.613], [-0.881, 3.085, 1.038], [-1.421, 1.605, 0.213], [1.301, -0.708, -1.988], [1.040, 1.032, -2.327], [0.303, 0.558, 0.311], [4.489, -0.423, -1.457], [6.358, 1.181, -1.875], [6.555, 3.202, -0.479], [4.921, 3.639, 1.312], [3.065, 2.016, 1.704]], "mulliken_charge": [-1.105, 0.523, -0.169, -0.668, -0.644, -0.856, -0.458, 0.225, 0.418, -0.964, 0.563, -0.695, 0.044, -1.084, 0.278, -0.857, -0.678, -0.264, -0.537, 0.630, -0.743, -1.081, 0.112, 1.744, -0.691, -0.741, -0.028, -0.215, -0.734, -0.355, -0.725, -0.419, 0.303, 0.235, 0.336, 0.460, 0.419, 0.438, 0.511, 0.461, 0.485, 0.273, 0.449, 0.268, 0.433, 0.308, 0.352, 0.215, 0.369, 0.510, 0.123, 0.499, 0.598, 0.092, 0.446, 0.396, 0.384, 0.394, 0.420], "molar_mass_g_mol": 461.54, "smiles": "COc1ccccc1N(CC(=O)NC[C@@H]1CCCO1)C(=O)CNS(=O)(=O)c1ccccc1", "homo_ev": -8.7, "de_lowest_kcal_mol": 26.89, "energy_ha": -1868.442137, "spin_multiplicity": 1, "max_force_ev_per_a": 0.88, "total_charge": 0, "lumo_ev": 0.6}